Here is a molecular structure, C3H8N2S at a distorted geometry from the Open Molecules 2025 dataset. Energies are from the ωB97M-V functional and the def2-TZVPD basis.

The calculation puts the relative energy (zero: lowest compared OMol25 entry of this formula, charge and spin) at 499.2 kJ/mol. For the energy, the calculation gives -17051.55617 eV. The calculation puts the largest force on an atom at 0.09459 Eh/bohr. The HOMO energy comes out at -9.01 eV.

Geometry as ORCA input:
```
! wB97M-V def2-TZVPD RIJCOSX def2/J DEFGRID3
* xyz 0 1
C 2.30573 -0.34463 0.98027
C -1.42006 -0.16421 0.07938
C -1.47274 1.39783 0.31815
H 2.89378 0.68332 1.01611
H 3.13792 -1.34456 0.73848
H 1.48377 -0.80951 1.99901
H -0.53810 -1.27697 -1.41620
H -0.48118 1.86487 0.88445
H -1.73911 1.86868 -0.81331
H -2.49544 1.36886 0.98708
H -2.36628 -1.95157 0.13250
N -0.22105 -0.54156 -0.64084
N -2.48576 -0.85528 0.29149
S 1.41092 0.25255 -0.58434
*
```